w.
ORCA calculation (ωB97M-V/def2-TZVPD) on a structure of composition C3H9NS2.

```
15
Properties=species:S:1:pos:R:3:nbo_charge:R:1
N 1.399 1.694 0.595 -0.75
C 0.151 1.116 0.359 0.03
C -0.401 -0.119 -0.518 -0.59
C -0.069 -0.163 1.043 -0.34
S -3.307 -0.516 0.042 -0.16
S 2.578 -0.640 -0.679 -0.78
H 3.809 -1.129 -0.847 0.16
H 2.078 0.876 0.039 0.35
H -0.710 1.784 0.473 0.24
H -0.242 0.732 -1.889 0.43
H -1.523 -0.065 -0.522 0.17
H -0.112 -1.099 -0.922 0.34
H -0.895 -0.171 1.740 0.25
H 0.778 -0.744 1.383 0.28
H 1.496 2.593 0.127 0.36
```

Properties
HOMO energy = -0.2941 Eh
Frontier orbital gap = 4.17 eV
Spin multiplicity = 1
LUMO energy = -0.1408 hartree

---

x.
ORCA calculation (ωB97M-V/def2-TZVPD) on an isolated molecule of C3H9NS2.

```
15
Properties=species:S:1:pos:R:3:nbo_charge:R:1
C -1.503 -0.008 1.112 -0.62
C -0.682 -0.351 -0.134 -0.06
N -0.620 0.824 -1.030 -0.84
C 0.727 -0.719 0.297 -0.56
S 1.997 -1.044 -0.927 0.09
S 3.563 0.263 -0.605 -0.12
H -2.234 0.722 0.757 0.20
H -2.007 -0.763 1.706 0.22
H -0.917 0.572 1.824 0.21
H -1.157 -1.205 -0.629 0.17
H -1.458 1.390 -0.989 0.36
H -0.606 0.386 -1.944 0.36
H 1.118 0.148 0.832 0.24
H 0.702 -1.486 1.070 0.22
H 3.078 1.272 -1.340 0.13
```

Properties
HOMO energy = -0.3300 Eh
Frontier orbital gap = 9.58 eV
SMILES = C[C@@H](N)CSS
Spin multiplicity = 1
LUMO energy = 0.0222 hartree

---

x takes first place; second place is 10.397 eV up.

---

w.
ORCA calculation (ωB97M-V/def2-TZVPD) on a cluster of 2 separate species, C2H10N2 in total.

```
14
Properties=species:S:1:pos:R:3:nbo_charge:R:1
C 1.283 0.726 0.065 -0.44
N 1.759 -0.632 0.004 -0.89
H 1.218 1.142 1.093 0.17
H 1.789 1.581 -0.389 0.15
H 0.301 0.741 -0.232 0.25
H 1.743 -0.989 -1.028 0.35
H 2.596 -1.120 0.412 0.37
C -1.482 -0.781 0.121 -0.43
N -1.240 0.675 -0.074 -0.83
H -1.497 -0.959 1.207 0.20
H -2.354 -1.192 -0.442 0.18
H -0.583 -1.233 -0.254 0.21
H -1.661 0.745 -1.056 0.36
H -1.871 1.296 0.574 0.36
```

Properties
HOMO energy = -0.2872 Eh
Frontier orbital gap = 8.92 eV
SMILES = CN.CN
Spin multiplicity = 1
LUMO energy = 0.0405 hartree

---

x.
ORCA calculation (ωB97M-V/def2-TZVPD) on a cluster of 2 separate species, C2H10N2 in total.

```
14
Properties=species:S:1:pos:R:3:nbo_charge:R:1
N -2.419 0.091 -1.202 -0.88
C -2.087 0.861 0.067 -0.05
N -2.446 2.222 0.106 -0.84
H -2.663 -0.906 -0.866 0.36
H -3.120 0.586 -1.674 0.35
H -0.999 0.728 0.144 0.18
H -2.647 0.329 0.840 0.16
H -3.380 2.553 0.199 0.37
H -1.988 2.751 -0.540 0.36
C 4.393 -1.763 0.603 -0.87
H 3.410 -1.220 0.528 0.22
H 4.069 -2.785 0.933 0.21
H 4.699 -2.073 -0.390 0.22
H 5.179 -1.373 1.252 0.22
```

Properties
HOMO energy = -0.3297 Eh
Frontier orbital gap = 10.05 eV
SMILES = NCN.C
Spin multiplicity = 1
LUMO energy = 0.0398 hartree

---

y.
ORCA calculation (ωB97M-V/def2-TZVPD) on a cluster of 2 separate species, C2H10N2 in total.

```
14
Properties=species:S:1:pos:R:3:nbo_charge:R:1
C 1.078 -1.080 2.530 -0.63
C 0.837 -2.157 1.458 -0.22
N -0.521 -2.693 1.429 -0.82
H 0.483 -1.272 3.413 0.20
H 2.133 -1.050 2.788 0.21
H 0.849 -0.091 2.123 0.20
H 1.051 -1.818 0.441 0.19
H 1.590 -2.937 1.596 0.18
H -1.151 -1.906 1.298 0.34
H -0.768 -3.069 2.333 0.34
N -1.604 4.575 -4.951 -1.08
H -1.354 5.361 -4.412 0.36
H -1.820 3.712 -4.488 0.37
H -0.804 4.425 -5.557 0.35
```

Properties
HOMO energy = -0.3452 Eh
Frontier orbital gap = 10.58 eV
SMILES = CCN.N
Spin multiplicity = 1
LUMO energy = 0.0437 hartree

---

z.
ORCA calculation (ωB97M-V/def2-TZVPD) on a cluster of 2 separate species, C2H10N2 in total.

```
14
Properties=species:S:1:pos:R:3:nbo_charge:R:1
C -2.810 -2.355 2.464 -0.41
N -1.760 -3.329 2.201 -0.83
H -3.803 -2.823 2.569 0.19
H -2.853 -1.618 1.644 0.19
H -2.570 -1.826 3.401 0.16
H -1.671 -4.009 2.965 0.35
H -0.888 -2.790 2.197 0.35
C 1.880 2.864 -2.712 -0.40
N 2.919 2.031 -2.341 -0.82
H 1.743 2.851 -3.806 0.18
H 2.174 3.883 -2.407 0.15
H 0.917 2.618 -2.234 0.19
H 2.919 2.037 -1.315 0.34
H 3.803 2.467 -2.627 0.35
```

Properties
HOMO energy = -0.3371 Eh
Frontier orbital gap = 10.32 eV
SMILES = CN.CN
Spin multiplicity = 1
LUMO energy = 0.0420 hartree

---

y takes first place; second place is 0.631 eV up.

---

w.
ORCA calculation (ωB97M-V/def2-TZVPD) on a cluster of 2 separate species, C2H10N2 in total.

```
14
Properties=species:S:1:pos:R:3:nbo_charge:R:1
C -0.172 0.018 2.496 -0.42
N -0.001 0.802 1.251 -0.61
C -1.132 0.763 0.369 -0.43
H -0.490 0.705 3.276 0.20
H -0.763 -0.886 2.329 0.17
H 0.827 -0.321 2.786 0.19
H 0.798 0.421 0.781 0.35
H -1.706 -0.143 0.187 0.17
H -0.870 1.195 -0.605 0.20
H -1.869 1.538 0.653 0.19
N 1.449 -0.879 -3.388 -1.11
H 0.844 -0.514 -2.668 0.37
H 1.125 -0.994 -4.342 0.37
H 1.959 -1.704 -3.125 0.36
```

Properties
HOMO energy = -0.3309 Eh
Frontier orbital gap = 9.89 eV
SMILES = CNC.N
Spin multiplicity = 1
LUMO energy = 0.0326 hartree

---

x.
ORCA calculation (ωB97M-V/def2-TZVPD) on a cluster of 2 separate species, C2H10N2 in total.

```
14
Properties=species:S:1:pos:R:3:nbo_charge:R:1
C -0.368 2.137 0.750 -0.62
C -1.818 1.800 1.000 -0.21
N -2.211 2.035 2.386 -0.85
H -0.107 3.178 0.983 0.20
H -0.008 1.984 -0.266 0.22
H 0.257 1.583 1.472 0.21
H -1.982 0.755 0.727 0.17
H -2.471 2.300 0.282 0.16
H -1.561 2.670 2.837 0.36
H -3.187 2.264 2.434 0.37
N 3.322 -5.436 -3.158 -1.07
H 2.769 -5.056 -3.909 0.36
H 3.090 -5.085 -2.242 0.36
H 4.277 -5.129 -3.295 0.35
```

Properties
HOMO energy = -0.3313 Eh
Frontier orbital gap = 10.25 eV
SMILES = CCN.N
Spin multiplicity = 1
LUMO energy = 0.0454 hartree

---

x takes first place; second place is 0.497 eV up.

---

w.
ORCA calculation (ωB97M-V/def2-TZVPD) on a cluster of 2 separate species, C4H14NO in total.

```
20
Properties=species:S:1:pos:R:3:nbo_charge:R:1
C 1.825 -1.105 0.270 -0.63
C 0.427 -1.647 0.027 -0.22
N -0.691 -0.635 0.033 -0.51
C -0.714 0.323 1.191 -0.22
C 0.041 1.605 0.905 -0.64
H 2.528 -1.870 -0.018 0.26
H 1.990 -0.292 -0.411 0.22
H 1.969 -0.811 1.300 0.23
H 0.134 -2.389 0.775 0.22
H 0.380 -2.232 -0.889 0.24
H -0.917 -0.196 -0.871 0.47
H -1.503 -1.246 0.149 0.43
H -1.734 0.554 1.473 0.24
H -0.252 -0.221 2.010 0.22
H -0.564 2.327 0.354 0.23
H 0.936 1.476 0.307 0.23
H 0.336 2.056 1.849 0.25
H -1.675 2.027 -2.350 0.49
H -1.085 1.150 -3.502 0.50
O -1.431 1.126 -2.604 -0.98
```

Properties
HOMO energy = -0.5764 Eh
Frontier orbital gap = 12.67 eV
Net charge = +1
Spin multiplicity = 1
LUMO energy = -0.1108 hartree

---

x.
ORCA calculation (ωB97M-V/def2-TZVPD) on a cluster of 3 separate species, C4H14NO in total.

```
20
Properties=species:S:1:pos:R:3:nbo_charge:R:1
C -0.321 1.828 0.375 -0.62
C -1.034 0.517 0.648 -0.38
C -1.491 -0.268 -0.665 -0.27
C -2.120 -1.577 -0.224 -0.65
N 3.562 0.436 0.457 -0.76
H -0.108 2.327 1.352 0.25
H -0.968 2.455 -0.240 0.23
H 0.646 1.617 -0.128 0.21
H -2.006 0.650 1.266 0.28
H -2.076 0.310 -1.382 0.26
H -0.483 -0.569 -1.159 0.32
H -2.152 -2.416 -0.976 0.26
H -1.609 -2.047 0.642 0.23
H -3.232 -1.478 0.159 0.29
H 3.736 1.369 0.112 0.39
H 4.371 -0.124 0.498 0.38
H 2.775 -0.052 -0.093 0.38
H 1.573 -1.814 -0.930 0.48
H -0.402 -0.303 1.131 0.22
O 1.339 -0.860 -0.841 -0.49
```

Properties
HOMO energy = -0.5384 Eh
Frontier orbital gap = 4.34 eV
Net charge = +1
Spin multiplicity = 1
LUMO energy = -0.3787 hartree

---

y.
ORCA calculation (ωB97M-V/def2-TZVPD) on a cluster of 3 separate species, C4H14NO in total.

```
20
Properties=species:S:1:pos:R:3:nbo_charge:R:1
C 0.356 -1.849 1.328 -0.58
C 0.590 -1.599 -0.201 -0.53
C -0.590 -1.109 -0.890 0.39
C -0.575 0.027 -1.771 -0.78
N 1.150 2.952 0.588 -1.14
H 1.129 -2.495 1.729 0.26
H -0.617 -2.326 1.438 0.22
H 0.333 -0.893 1.844 0.25
H 0.763 -2.564 -0.708 0.31
H -1.244 -1.914 -1.252 0.23
H -1.324 0.107 0.569 0.43
H 0.096 0.827 -1.457 0.28
H -0.440 -0.191 -2.838 0.35
H -1.576 0.491 -1.777 0.30
H 2.140 2.828 0.627 0.39
H 0.804 3.886 0.683 0.38
H 0.484 2.210 0.615 0.37
H -1.714 1.628 0.763 0.50
H 1.414 -0.914 -0.390 0.26
O -1.181 0.898 1.099 -0.90
```

Properties
HOMO energy = -0.4483 Eh
Frontier orbital gap = 4.57 eV
Net charge = +1
Spin multiplicity = 1
LUMO energy = -0.2802 hartree

---

w takes first place; second place is 3.662 eV up.

---

w.
ORCA calculation (ωB97M-V/def2-TZVPD) on the ion C4H8ClN2 with charge +1.

```
15
Properties=species:S:1:pos:R:3:nbo_charge:R:1
N -0.255 -2.160 -0.174 -0.71
C 0.265 -0.985 -0.048 0.56
N 1.522 -0.785 0.169 -0.74
C -0.743 0.245 -0.060 -0.11
Cl -2.413 -0.355 0.106 0.06
C -0.330 1.506 -0.816 -0.40
C -0.207 1.462 0.662 -0.43
H -1.247 -2.150 -0.423 0.45
H 0.412 -2.999 -0.068 0.44
H 1.953 0.197 0.157 0.44
H 2.086 -1.481 0.566 0.42
H -1.223 2.158 -0.946 0.27
H 0.505 1.620 -1.472 0.25
H 0.664 1.644 1.270 0.25
H -0.989 2.084 1.076 0.25
```

Properties
HOMO energy = -0.5470 Eh
Frontier orbital gap = 11.51 eV
Net charge = +1
SMILES = NC(=[NH2+])C1(Cl)CC1
Spin multiplicity = 1
LUMO energy = -0.1241 hartree

---

x.
ORCA calculation (ωB97M-V/def2-TZVPD) on a cluster of 2 separate species, C4H8ClN2 in total.

```
15
Properties=species:S:1:pos:R:3:nbo_charge:R:1
C -0.029 -1.747 -0.794 0.43
C -0.033 -0.496 1.182 -0.34
C 0.309 0.340 -0.018 0.48
C 0.224 1.764 -0.222 -0.70
N -0.171 -1.779 0.521 -0.45
N 0.014 -0.472 -1.151 -0.55
Cl 2.678 -0.181 -0.315 -0.42
H -0.104 -2.615 -1.371 0.27
H 0.812 -0.492 1.905 0.31
H -1.010 -0.291 1.611 0.27
H -0.924 2.089 -0.400 0.27
H 0.762 2.020 -1.076 0.27
H 0.504 2.349 0.575 0.27
H -0.114 -2.549 1.079 0.44
H 0.040 -0.075 -2.065 0.46
```

Properties
HOMO energy = -0.5083 Eh
Frontier orbital gap = 8.23 eV
Net charge = +1
Spin multiplicity = 1
LUMO energy = -0.2058 hartree

---

w takes first place; second place is 0.542 eV up.

---

w.
ORCA calculation (ωB97M-V/def2-TZVPD) on the ion C4H7NO2 with charge -1.

```
14
Properties=species:S:1:pos:R:3:nbo_charge:R:1
O 2.029 -0.290 -1.607 -0.80
C 0.848 -0.804 -1.533 0.01
C 0.027 -0.672 -0.298 -0.14
C -0.583 0.753 -0.150 -0.53
C -1.109 1.030 1.222 0.44
O -2.239 1.405 1.461 -0.60
N 0.787 -1.048 0.883 -0.90
H 0.370 -1.284 -2.405 0.07
H -0.806 -1.360 -0.425 0.17
H 0.203 1.491 -0.319 0.23
H -1.385 0.889 -0.866 0.21
H -0.429 0.882 2.075 0.11
H 1.768 -0.822 0.807 0.38
H 0.691 -1.997 1.201 0.35
```

Properties
HOMO energy (alpha / beta) = -0.0027 / -0.1285 Eh
Frontier orbital gap (alpha / beta) = 4.14 / 7.53 eV
Net charge = -1
Spin multiplicity = 2
LUMO energy (alpha / beta) = 0.1495 / 0.1483 hartree

---

x.
ORCA calculation (ωB97M-V/def2-TZVPD) on the ion C4H7NO2 with charge -1.

```
14
Properties=species:S:1:pos:R:3:nbo_charge:R:1
C 1.577 0.619 0.796 0.49
N 0.512 -0.235 1.148 -0.65
C -1.340 1.252 0.355 -0.65
C -0.772 -0.301 0.400 -0.16
C -0.594 -0.624 -1.033 0.07
O -1.065 -1.733 -1.490 -0.78
O 1.931 0.687 -0.390 -0.60
H 2.092 0.904 1.683 0.10
H 0.477 -0.561 2.110 0.34
H -0.518 1.891 0.046 0.20
H -1.731 1.718 1.201 0.17
H -2.399 1.132 -0.236 0.20
H -1.478 -0.975 0.844 0.19
H -0.176 0.219 -1.760 0.08
```

Properties
HOMO energy (alpha / beta) = 0.0213 / -0.1175 Eh
Frontier orbital gap (alpha / beta) = 3.37 / 7.02 eV
Net charge = -1
Spin multiplicity = 2
LUMO energy (alpha / beta) = 0.1451 / 0.1406 hartree

---

y.
ORCA calculation (ωB97M-V/def2-TZVPD) on a cluster of 2 separate species, C4H7NO2 in total.

```
14
Properties=species:S:1:pos:R:3:nbo_charge:R:1
C -0.069 -1.120 1.268 0.00
C -0.139 -1.014 -0.097 -0.65
C 1.316 -2.872 1.870 -0.40
N 1.044 -1.626 1.966 -0.60
H -0.903 -0.762 1.909 0.14
H 0.720 -1.115 -0.714 0.17
H -1.090 -0.836 -0.624 0.17
H 2.219 -3.256 2.339 0.13
H 0.648 -3.579 1.324 0.11
O -1.255 2.187 -0.462 -0.56
C -0.428 1.895 -1.296 0.60
O -0.453 2.369 -2.571 -0.71
H 0.413 1.214 -1.101 0.13
H 0.271 1.942 -3.103 0.47
```

Properties
HOMO energy (alpha / beta) = 0.0306 / -0.1248 Eh
Frontier orbital gap (alpha / beta) = 2.27 / 6.38 eV
Net charge = -1
Spin multiplicity = 2
LUMO energy (alpha / beta) = 0.1142 / 0.1098 hartree

---

w takes first place; second place is 1.396 eV up.

---

w.
ORCA calculation (ωB97M-V/def2-TZVPD) on an isolated molecule of C9H12O2S.

```
24
Properties=species:S:1:pos:R:3:nbo_charge:R:1
C 0.012 2.825 1.562 -0.25
C -1.238 3.267 1.309 -0.31
C -1.201 -0.299 0.422 -0.32
C 0.464 1.454 1.252 0.05
C 1.792 1.130 1.264 -0.33
C 2.056 -0.257 1.116 0.38
C -0.662 0.477 1.325 -0.22
C 0.212 -2.672 -2.810 -0.63
C -0.593 -2.297 -1.594 -0.57
O 1.308 -1.132 0.748 -0.56
O -1.016 0.382 -2.045 -1.01
S -0.215 -0.436 -1.175 1.27
H 0.707 3.464 2.175 0.22
H -1.683 4.272 1.693 0.21
H -1.900 -1.000 0.617 0.21
H 2.567 1.913 1.345 0.24
H 3.003 -0.593 1.356 0.12
H -1.853 2.738 0.644 0.21
H -1.125 0.440 2.309 0.22
H 0.316 -3.663 -2.845 0.21
H -0.300 -2.299 -3.712 0.22
H 1.232 -2.406 -2.616 0.21
H -0.221 -2.654 -0.611 0.22
H -1.662 -2.654 -1.729 0.22
```

Properties
HOMO energy = -0.3069 Eh
Frontier orbital gap = 7.70 eV
Spin multiplicity = 1
LUMO energy = -0.0240 hartree

---

x.
ORCA calculation (ωB97M-V/def2-TZVPD) on an isolated molecule of C9H12O2S.

```
24
Properties=species:S:1:pos:R:3:nbo_charge:R:1
C -0.430 0.207 -2.551 -0.74
C -0.065 1.709 -2.356 0.60
O -0.492 2.614 -3.089 -0.55
C 0.814 2.062 -1.245 -0.54
C 0.328 1.617 0.141 -0.43
C 0.937 0.282 0.584 0.32
O 2.347 0.191 0.293 -0.71
C 0.287 -0.672 1.220 -0.24
C -1.123 -0.828 1.578 -0.47
C -1.364 -2.181 2.146 -0.20
C -0.281 -2.915 2.190 -0.35
S 1.175 -2.191 1.548 0.23
H 0.478 -0.518 -2.760 0.24
H -0.997 0.108 -3.471 0.24
H -0.869 -0.189 -1.589 0.23
H 0.857 3.112 -1.408 0.24
H 1.734 1.576 -1.284 0.25
H 0.641 2.325 1.018 0.24
H -0.744 1.612 0.179 0.22
H 2.712 -0.765 0.572 0.49
H -1.455 -0.114 2.461 0.22
H -1.874 -0.603 0.855 0.23
H -2.322 -2.498 2.495 0.22
H -0.293 -3.941 2.473 0.23
```

Properties
HOMO energy = -0.2885 Eh
Frontier orbital gap = 8.41 eV
SMILES = CC(=O)CC/C(O)=C1\CC=CS1
Spin multiplicity = 1
LUMO energy = 0.0204 hartree

---

x takes first place; second place is 2.874 eV up.

---

w.
ORCA calculation (ωB97M-V/def2-TZVPD) on a cluster of 2 separate species, C3H6NO3S in total.

```
14
Properties=species:S:1:pos:R:3:nbo_charge:R:1
C 1.709 -0.920 -2.586 0.32
C 0.728 -0.095 -1.913 -0.81
C 0.243 -0.465 1.206 -1.19
N 2.564 -1.602 -3.117 -0.43
O -2.339 -0.298 1.051 -1.01
O -1.357 1.080 2.787 -0.96
O -0.909 1.494 0.134 -0.98
S -1.108 0.450 1.112 2.30
H 0.703 -0.287 -0.778 0.34
H 0.983 0.999 -2.043 0.25
H -0.327 -0.256 -2.293 0.26
H 0.254 -1.074 2.150 0.22
H 1.105 0.242 1.374 0.21
H -2.249 0.732 2.916 0.47
```

Properties
HOMO energy = -0.1562 Eh
Frontier orbital gap = 7.99 eV
Net charge = -1
Spin multiplicity = 1
LUMO energy = 0.1375 hartree

---

x.
ORCA calculation (ωB97M-V/def2-TZVPD) on the ion C3H6NO3S with charge -1.

```
14
Properties=species:S:1:pos:R:3:nbo_charge:R:1
C 2.796 -0.501 1.106 0.62
C -2.020 -0.067 -1.312 -0.61
C -1.025 -0.411 -0.218 -0.25
N 0.226 0.279 -0.494 -0.90
O -0.066 2.184 1.310 -0.97
O 3.455 -1.323 1.699 -0.69
O 1.909 0.253 1.735 -0.76
S 0.788 1.423 0.394 1.54
H 3.020 -0.437 0.006 0.07
H -1.775 -0.527 -2.288 0.19
H -3.039 -0.186 -0.923 0.19
H -1.895 0.969 -1.453 0.21
H -1.533 -0.197 0.671 0.18
H -0.841 -1.459 -0.235 0.17
```

Properties
HOMO energy = -0.1690 Eh
Frontier orbital gap = 8.36 eV
Net charge = -1
Spin multiplicity = 1
LUMO energy = 0.1381 hartree

---

x takes first place; second place is 1.049 eV up.